{"formula": "C54H123N5O6", "method": "ωB97M-V/def2-TZVPD", "symbols": ["C", "C", "N", "C", "C", "C", "C", "H", "H", "H", "H", "H", "H", "H", "H", "H", "H", "H", "H", "H", "H", "H", "C", "C", "N", "C", "C", "C", "C", "H", "H", "H", "H", "H", "H", "H", "H", "H", "H", "H", "H", "H", "H", "H", "C", "C", "N", "C", "C", "C", "C", "H", "H", "H", "H", "H", "H", "H", "H", "H", "H", "H", "H", "H", "H", "H", "C", "C", "N", "C", "C", "C", "C", "H", "H", "H", "H", "H", "H", "H", "H", "H", "H", "H", "H", "H", "H", "H", "C", "C", "N", "C", "C", "C", "C", "H", "H", "H", "H", "H", "H", "H", "H", "H", "H", "H", "H", "H", "H", "H", "C", "C", "C", "O", "C", "H", "H", "H", "H", "H", "H", "H", "H", "C", "C", "C", "O", "C", "H", "H", "H", "H", "H", "H", "H", "H", "C", "C", "C", "O", "C", "H", "H", "H", "H", "H", "H", "H", "H", "C", "C", "C", "O", "C", "H", "H", "H", "H", "H", "H", "H", "H", "C", "C", "C", "O", "C", "H", "H", "H", "H", "H", "H", "H", "H", "C", "C", "C", "O", "C", "H", "H", "H", "H", "H", "H", "H", "H"], "xyz": [[-10.55523, -1.61754, -1.78794], [-10.88745, -0.33313, -2.53880], [-10.72632, 0.68103, -1.44724], [-9.39311, 1.15999, -1.38258], [-9.10179, 1.72146, 0.05927], [-11.46819, 1.93945, -1.68631], [-12.92801, 1.67005, -1.41973], [-9.48392, -1.63736, -1.58791], [-10.92903, -2.45960, -2.37044], [-11.07172, -1.66801, -0.82940], [-10.17939, -0.13454, -3.34335], [-11.87246, -0.53238, -2.96091], [-8.67199, 0.37927, -1.62458], [-9.12605, 1.88718, -2.14936], [-9.48629, 1.09934, 0.86750], [-8.02616, 1.80108, 0.21665], [-9.57207, 2.68709, 0.24503], [-11.36135, 2.35180, -2.68963], [-11.27706, 2.74074, -0.97252], [-13.61366, 2.49161, -1.62706], [-13.08889, 1.44518, -0.36538], [-13.31293, 0.81114, -1.96948], [2.40770, -6.65714, 2.30718], [1.74344, -7.64411, 1.43340], [1.85602, -9.05284, 1.85515], [1.19988, -10.01891, 0.87605], [-0.27300, -9.87931, 0.62372], [3.25673, -9.45537, 2.21418], [3.43671, -10.91486, 2.79912], [2.26162, -6.73120, 3.38481], [2.11805, -5.63526, 2.06230], [3.49252, -6.75425, 2.26436], [0.69774, -7.39924, 1.24731], [2.21439, -7.57815, 0.45260], [1.77057, -9.86462, -0.03970], [1.46384, -11.01345, 1.23565], [-0.43894, -9.02685, -0.03498], [-0.67371, -10.73221, 0.07592], [-0.87143, -9.81011, 1.53212], [3.51274, -8.80488, 3.05049], [3.95668, -9.41158, 1.37976], [4.36028, -11.02407, 3.36762], [3.44426, -11.65577, 1.99968], [2.68861, -11.35906, 3.45572], [-6.02058, 0.43697, -7.78650], [-5.27648, -0.89574, -7.48773], [-6.05441, -1.72197, -6.58257], [-7.34643, -2.21413, -7.16326], [-7.30831, -3.25887, -8.22570], [-5.17977, -2.68370, -5.96184], [-5.77533, -3.57331, -4.86645], [-5.40978, 1.18357, -8.29405], [-6.32759, 1.04479, -6.93537], [-6.88225, 0.27965, -8.43525], [-4.99647, -1.40234, -8.41133], [-4.37658, -0.57975, -6.96006], [-7.93506, -1.44017, -7.65580], [-7.99541, -2.58919, -6.37190], [-8.32950, -3.56186, -8.45693], [-6.76129, -4.09357, -7.78736], [-6.82427, -2.99177, -9.16510], [-4.74083, -3.27964, -6.76203], [-4.38232, -2.11788, -5.48017], [-5.12261, -4.38791, -4.55264], [-5.99234, -2.85614, -4.07482], [-6.67552, -4.13218, -5.12223], [2.22499, 0.61590, 1.03688], [1.09341, 1.64510, 0.99706], [-0.17509, 1.10362, 0.46642], [-0.76284, -0.05967, 1.20436], [-1.28444, 0.39865, 2.55566], [-1.16536, 2.10096, 0.08421], [-2.26097, 1.50744, -0.83723], [3.18213, 1.07771, 1.27915], [2.32724, 0.04806, 0.11211], [2.08003, -0.23716, 1.69974], [1.02294, 1.87935, 2.05925], [1.37498, 2.49423, 0.37433], [-1.53734, -0.52749, 0.59659], [-0.05611, -0.86614, 1.39992], [-1.38429, -0.42836, 3.25864], [-0.49606, 0.93059, 3.08819], [-2.18664, 1.00410, 2.64255], [-0.67886, 2.90994, -0.46075], [-1.64162, 2.49013, 0.98411], [-2.83835, 2.31347, -1.29005], [-2.97578, 0.79741, -0.42129], [-1.67488, 0.96318, -1.57775], [5.73659, 0.74456, 10.70920], [6.44978, 1.50289, 9.55987], [5.76216, 1.72036, 8.23290], [6.42743, 2.78941, 7.43066], [7.96332, 2.55925, 7.05565], [5.59474, 0.54420, 7.43518], [4.25139, 0.57848, 6.71036], [5.79121, -0.32033, 10.48310], [4.72833, 1.12150, 10.88078], [6.32777, 0.89428, 11.61263], [6.75552, 2.42028, 10.06287], [7.39997, 0.97718, 9.46574], [5.84320, 2.74243, 6.51166], [6.15939, 3.75785, 7.85301], [8.35189, 3.41707, 6.50678], [8.52076, 2.61774, 7.99050], [8.24331, 1.64743, 6.52812], [5.44207, -0.34766, 8.04294], [6.45113, 0.29765, 6.80756], [3.98279, -0.21093, 6.00838], [4.24528, 1.48261, 6.10158], [3.47122, 0.69793, 7.46214], [1.67911, -6.11205, -4.47660], [0.98097, -4.83712, -4.33618], [-0.12885, -5.21131, -3.33220], [-0.61308, -6.44685, -3.80095], [0.49531, -7.17329, -4.38029], [2.41781, -6.25700, -3.68830], [2.25783, -6.21129, -5.39494], [0.63476, -4.54087, -5.32637], [1.71775, -4.19020, -3.86000], [-0.95153, -4.50052, -3.25425], [0.19400, -5.25643, -2.29209], [0.27716, -7.36640, -5.43064], [0.74542, -8.06582, -3.80676], [9.71111, -1.91860, -0.42692], [9.53913, -2.34742, -1.83150], [8.04613, -2.56274, -2.08192], [7.49152, -2.46216, -0.77420], [8.28707, -1.66911, 0.11553], [10.43457, -1.10761, -0.34327], [10.24754, -2.61108, 0.22180], [10.08927, -3.24143, -2.12511], [9.81570, -1.57468, -2.54878], [7.77341, -3.46149, -2.63507], [7.59687, -1.69504, -2.56498], [8.33158, -1.92575, 1.17396], [8.01752, -0.61808, 0.01180], [-3.33609, 7.63841, 0.70530], [-2.67663, 7.84877, -0.58008], [-3.40855, 9.04533, -1.10393], [-3.78709, 9.81219, 0.06188], [-3.32948, 9.07789, 1.24450], [-2.67404, 6.99392, 1.28360], [-4.31806, 7.17198, 0.62607], [-2.67474, 7.01260, -1.27931], [-1.60456, 7.95574, -0.41479], [-4.33505, 8.67993, -1.54684], [-2.78404, 9.68425, -1.72834], [-3.95514, 8.99927, 2.13358], [-2.33414, 9.41182, 1.53760], [1.70056, 2.83605, -6.15048], [0.48493, 3.43934, -6.77833], [0.51840, 2.58596, -8.07432], [0.98185, 1.24560, -7.73862], [1.85032, 1.43484, -6.61886], [1.55248, 2.86054, -5.07086], [2.51340, 3.53315, -6.35405], [0.51531, 4.49825, -7.03502], [-0.36436, 3.06585, -6.20623], [1.23309, 3.01930, -8.77399], [-0.38379, 2.59288, -8.68596], [2.89128, 1.25950, -6.89045], [1.53972, 0.62272, -5.96153], [-0.76092, 6.00207, 6.90131], [0.41942, 6.13711, 7.82954], [1.23683, 4.84063, 7.60227], [0.42913, 4.02839, 6.76270], [-0.91852, 4.50836, 6.87746], [-0.55531, 6.42066, 5.91611], [-1.69999, 6.46407, 7.20594], [0.01681, 6.30144, 8.82904], [1.06748, 7.00606, 7.71532], [1.45573, 4.41715, 8.58251], [2.17973, 5.12412, 7.13464], [-1.50387, 4.12306, 7.71233], [-1.37809, 4.24008, 5.92619], [8.02813, 4.27715, 1.37620], [8.09703, 4.48144, -0.16991], [7.38700, 5.81588, -0.36096], [7.40018, 6.39523, 0.96508], [8.16306, 5.68189, 1.91419], [8.86347, 3.68386, 1.74810], [7.18402, 3.77750, 1.85153], [7.67111, 3.66394, -0.75162], [9.17042, 4.53799, -0.35087], [6.37440, 5.57012, -0.68086], [7.87257, 6.52915, -1.02697], [7.86687, 5.89619, 2.94105], [9.16491, 6.09420, 1.79421]], "forces_ev_per_angstrom": [[0.045, -0.446, -0.537], [0.442, -0.407, 1.807], [-1.388, 1.985, -1.596], [2.222, -0.368, 1.749], [0.181, -0.165, -0.664], [-2.282, -0.579, 0.315], [-1.221, -0.354, 0.166], [-0.044, -0.543, -0.051], [0.618, -0.363, -0.045], [-0.066, 0.296, -0.096], [-0.013, -0.024, -0.262], [-0.234, 1.078, 0.206], [0.003, -0.443, 0.460], [-0.309, 0.629, -0.143], [-0.062, -0.475, -0.360], [0.029, 0.239, -0.043], [0.215, 0.153, -0.280], [0.429, -0.078, -0.308], [0.968, -0.256, -0.049], [0.239, 0.273, -0.255], [0.185, -0.121, 0.098], [0.053, -0.034, -0.123], [1.004, 0.919, 1.336], [-0.203, -1.653, -0.845], [-0.564, -1.122, 0.378], [2.045, 0.791, 1.081], [-0.318, 0.306, -0.220], [-1.585, -1.117, 1.222], [-0.480, -0.115, -0.689], [-0.734, -0.416, 0.065], [0.143, -0.023, -0.277], [0.100, 0.280, -0.476], [-0.121, -0.134, 0.335], [0.202, 0.285, -0.601], [-0.111, -0.263, -0.684], [-0.204, 0.022, 0.045], [-0.311, 0.194, 0.252], [0.271, -0.187, -0.034], [0.148, 0.255, 0.075], [0.420, 0.227, -0.440], [0.194, 0.492, -0.210], [0.226, 0.325, -0.286], [0.402, 0.072, -0.259], [-0.530, 0.875, 0.209], [0.143, 0.162, -0.670], [-0.957, 1.855, 0.628], [-1.540, 0.467, -0.230], [0.179, 0.809, 0.236], [0.760, -1.308, -0.041], [-0.050, -1.125, -0.234], [-0.383, 0.391, -0.285], [0.471, -0.409, -0.482], [-0.214, -0.775, 0.540], [-0.098, 0.032, 0.098], [0.116, -0.095, -0.257], [0.228, -0.391, -0.050], [0.391, 0.876, 0.692], [0.249, 0.080, 0.298], [0.032, -0.150, 0.001], [-0.091, -0.537, -0.450], [0.088, 0.248, 0.088], [0.495, -0.497, -0.038], [0.160, -0.004, -0.164], [0.522, 0.494, 0.167], [-0.200, -0.551, 0.485], [-0.299, 0.432, -0.319], [0.105, -0.879, -0.911], [-0.453, -1.525, 0.315], [0.674, -1.133, -0.597], [-0.061, 1.339, 0.061], [0.370, -0.450, 1.436], [-0.768, -0.889, 0.464], [0.895, 0.150, -0.099], [-0.066, 0.045, 0.027], [0.133, 0.516, -0.585], [-0.290, 0.451, 0.728], [-0.364, 1.048, 0.133], [-0.041, 0.075, 0.262], [-0.042, 0.229, -0.067], [0.433, 0.335, -0.312], [-0.512, -0.428, -0.233], [0.112, 0.486, -0.238], [-0.016, -0.075, -0.519], [0.098, -0.010, 0.128], [-0.127, 0.600, 0.154], [0.082, -0.037, -0.144], [0.188, 0.149, 0.464], [-0.346, 0.014, -0.465], [0.157, 0.046, -1.152], [0.037, -0.157, 0.245], [1.446, 1.059, 1.889], [-0.145, -1.561, -0.874], [-0.880, 1.166, 1.347], [-1.035, -1.968, 0.224], [0.018, 1.331, -0.682], [-0.615, -0.090, 0.194], [-0.056, -0.287, -0.046], [-0.012, 0.069, 0.013], [-0.297, 0.712, -0.839], [0.301, -0.207, -0.521], [0.176, 0.294, -0.302], [0.709, 0.033, 0.255], [-0.262, -0.006, -0.341], [0.178, -0.349, 0.077], [-0.471, 0.003, 0.067], [0.608, 0.056, 0.675], [0.096, 0.190, -0.367], [0.419, -0.405, 0.318], [-0.343, 0.190, -0.098], [-0.040, -0.103, -0.091], [0.416, -2.923, 0.235], [-0.100, 0.900, 1.335], [-0.309, 0.897, -0.531], [0.370, -0.850, -0.126], [0.863, 1.654, -0.556], [-0.149, -0.076, 0.289], [-0.245, -0.082, -0.180], [-0.324, 0.593, 0.372], [-0.418, 0.879, -0.452], [-0.208, 0.002, -0.568], [0.741, -0.356, 0.102], [-0.515, -0.659, 0.188], [-0.125, 0.022, -0.088], [0.992, 0.538, 1.499], [0.113, -0.537, -2.552], [0.069, 1.641, 1.351], [-1.264, -1.223, 1.819], [1.520, 0.099, -1.725], [-0.517, 0.723, -0.162], [-0.440, -0.807, -0.230], [0.161, 0.001, 0.259], [0.490, 0.096, 0.135], [-0.120, -0.162, 0.576], [0.244, -0.020, -0.840], [-1.066, -0.505, -0.171], [-0.186, 0.162, 0.042], [1.155, -0.575, 1.606], [1.122, -0.841, -1.863], [0.106, 0.510, 0.579], [0.144, -0.060, 1.372], [-0.701, -1.444, -1.083], [-0.339, -0.181, 0.486], [-0.143, 0.350, 0.138], [-0.560, -0.146, -0.090], [0.090, 0.740, 0.070], [0.046, 0.386, -0.564], [-0.406, -0.037, -0.347], [-0.592, 1.314, -0.249], [0.080, -0.027, -0.053], [0.337, 1.907, 2.307], [-0.732, -2.308, -1.699], [0.234, 0.111, -0.882], [-0.816, 1.826, -0.368], [0.207, -1.369, -0.839], [0.342, -0.010, 0.195], [0.551, -0.596, -0.135], [-0.158, -0.118, 0.494], [-0.443, 0.800, -0.048], [0.522, 0.203, 0.048], [-0.383, -0.631, 0.494], [0.109, -0.216, -0.231], [0.223, 0.395, 0.672], [-0.423, 0.582, -0.232], [0.283, 0.904, 0.723], [-0.497, 1.181, 0.618], [-0.092, -0.273, 0.734], [0.442, -0.040, -1.967], [0.139, -0.347, -0.185], [0.171, 0.241, 0.424], [0.195, -0.669, 0.351], [-0.165, 0.140, -0.530], [0.016, -0.594, -0.096], [-0.028, -0.506, -0.328], [0.303, -0.196, 0.252], [-0.333, -0.443, 0.222], [0.940, -0.825, 0.909], [0.435, -0.382, 1.143], [0.501, -0.570, 1.421], [-1.747, 1.675, -0.421], [0.374, 0.178, -1.680], [0.265, -0.206, -0.296], [-0.567, 0.169, -0.683], [0.038, 0.067, 0.068], [-0.032, 0.080, -0.466], [-0.229, 0.632, 0.098], [-0.063, -0.213, -0.197], [-0.527, -0.189, -0.202], [0.608, -0.427, 0.311]], "e_above_lowest_kcal_mol": 175.1, "lumo_ev": 0.2, "multiplicity": 1, "e_tot_ha": -2856.0861, "smiles": "CCN(CC)CC.CCN(CC)CC.CCN(CC)CC.CCN(CC)CC.CCN(CC)CC.C1CCOC1.C1CCOC1.C1CCOC1.C1CCOC1.C1CCOC1.C1CCOC1", "orbital_gap_ha": 0.3025}